# 1
The following is a quantum chemistry calculation of a cluster of 2 separate species, C12H20ClNO5 in total in a non-equilibrium geometry, from the OMol25 dataset.

Last column: Mulliken charge in e.
Geometry (Å):
1 C 1.710 -1.344 1.838  -0.7930
2 N 0.289 -1.167 1.538  0.2337
3 C -0.533 -0.345 2.413  -0.9522
4 C -0.330 -1.953 0.573  -0.1065
5 Cl -2.024 -1.804 0.253  -0.0136
6 H 2.009 -0.731 2.684  0.3186
7 H 1.909 -2.384 2.081  0.3295
8 H 2.313 -1.060 0.979  0.3410
9 H 0.066 0.114 3.197  0.3227
10 H -1.013 0.440 1.832  0.3961
11 H -1.301 -0.961 2.874  0.3326
12 H 0.235 -2.679 0.027  0.4743
13 C 3.474 -6.172 0.392  -1.2539
14 C 2.549 -5.758 1.515  0.1273
15 O 1.203 -5.960 1.167  -0.2945
16 C 0.380 -5.198 1.944  0.5203
17 C -1.055 -5.275 1.674  0.0056
18 C -1.512 -5.667 0.364  0.7940
19 C -2.952 -5.949 0.064  -1.1839
20 O -0.742 -5.794 -0.572  -0.6897
21 C -1.987 -4.924 2.734  0.4684
22 O -3.190 -4.867 2.522  -0.7668
23 O -1.470 -4.673 3.972  -0.2665
24 C -2.487 -4.275 4.850  -0.1781
25 C -1.925 -3.749 6.154  -1.2214
26 O 0.831 -4.484 2.831  -0.7215
27 H 4.525 -6.025 0.639  0.3923
28 H 3.321 -7.224 0.150  0.3129
29 H 3.250 -5.600 -0.510  0.2892
30 H 2.727 -6.325 2.438  0.2830
31 H 2.668 -4.695 1.766  0.0612
32 H -3.610 -5.682 0.887  0.3192
33 H -3.258 -5.384 -0.815  0.2834
34 H -3.083 -7.007 -0.160  0.2805
35 H -3.079 -3.512 4.323  0.3117
36 H -3.139 -5.149 4.997  0.2907
37 H -2.707 -3.414 6.836  0.3915
38 H -1.343 -4.522 6.659  0.3052
39 H -1.253 -2.909 5.966  0.2568

Summary:
**Max |F|**: 0.098 Eh/bohr
**HOMO**: -7.03 eV
**Spin multiplicity**: 1
**DFT total energy**: -37015.588 eV

=====

# 2
The following is a quantum chemistry calculation of a cluster of 2 separate species, C17H28O6 in total in a non-equilibrium geometry, from the OMol25 dataset.

Last column: Mulliken charge in e.
Geometry (Å):
1 C 6.241 -3.037 5.250  -1.4883
2 C 4.805 -3.387 5.310  -0.6050
3 C 3.849 -2.378 4.795  -0.4977
4 C 2.460 -2.729 5.088  -0.6946
5 C 1.601 -1.473 4.802  -0.9589
6 C 1.510 -1.062 3.507  -0.1318
7 C 1.112 -2.103 2.547  -1.5468
8 C 1.259 -1.597 0.866  -2.4154
9 C 0.045 -0.718 0.651  0.2601
10 C -0.117 -0.158 -0.796  -0.7188
11 H -0.203 -1.289 -1.469  0.1681
12 H 0.949 0.185 -1.042  0.2498
13 C -1.198 0.906 -1.035  0.7654
14 C -1.147 1.964 -0.343  -0.2901
15 O -1.542 2.371 0.649  -0.5658
16 O -0.248 2.810 -0.760  -0.5338
17 H -0.145 3.814 -0.333  0.3927
18 H -2.245 0.303 -0.498  0.1349
19 C -1.586 0.894 -2.694  1.5620
20 C -2.347 -0.406 -2.985  -0.0223
21 O -1.557 -1.311 -3.433  -0.6041
22 O -3.656 -0.411 -2.869  -0.4119
23 H -4.051 -1.193 -3.317  0.4361
24 C -0.466 1.168 -3.298  -0.7414
25 C -0.747 2.090 -4.650  -0.9795
26 C -2.185 2.814 -3.828  0.3583
27 O -2.751 3.940 -3.997  -0.5830
28 O -2.467 1.922 -2.790  -0.3742
29 H -0.298 2.989 -4.631  0.4421
30 H -1.353 1.729 -5.317  0.5877
31 H 0.084 0.259 -3.923  0.2726
32 H 0.542 1.790 -2.861  0.2478
33 H -1.012 -1.264 0.877  0.1548
34 H 0.021 0.292 1.388  -0.0188
35 H 1.140 -2.366 0.263  0.7004
36 H 1.988 -1.194 0.643  1.2700
37 H 0.354 -2.593 2.456  1.1508
38 H 1.723 -2.998 2.503  0.4689
39 H 0.780 -0.348 3.343  0.4033
40 H 2.467 -0.865 3.287  0.2613
41 H 1.482 -0.758 5.579  0.3429
42 H 0.323 -2.191 5.225  0.2510
43 H 2.291 -3.649 4.596  0.3315
44 H 2.328 -3.002 6.271  0.3315
45 H 4.234 -2.222 3.931  0.6487
46 H 4.038 -1.334 5.451  0.1789
47 H 4.624 -4.242 4.855  0.4518
48 H 4.612 -3.504 6.457  0.2260
49 H 7.068 -3.896 5.464  0.2980
50 H 6.572 -2.957 4.293  0.4586
51 H 6.576 -2.176 5.755  0.3762

Summary:
**Max |F|**: 0.337 Eh/bohr
**HOMO**: -9.49 eV
**Spin multiplicity**: 1
**Relative energy (zero: lowest compared OMol25 entry of this formula, charge and spin)**: 18.920 eV
**DFT total energy**: -30351.514 eV